1.
{"formula": "C41H57HfN2O8P3SSi", "method": "ωB97M-V/def2-TZVPD", "multiplicity": 1, "homo_lumo_gap_ev": 7.67, "relative_energy_kj_mol": 144.1, "symbols": ["Hf", "C", "C", "C", "P", "C", "C", "C", "C", "C", "C", "C", "C", "C", "Si", "C", "C", "C", "C", "C", "C", "P", "C", "C", "C", "C", "C", "C", "C", "C", "C", "C", "C", "C", "P", "C", "C", "C", "C", "C", "C", "H", "H", "H", "H", "H", "H", "H", "H", "H", "H", "H", "H", "H", "H", "H", "H", "H", "H", "H", "H", "H", "H", "H", "H", "H", "H", "H", "H", "H", "H", "H", "H", "H", "H", "H", "H", "H", "H", "H", "H", "H", "H", "H", "H", "H", "H", "H", "H", "H", "H", "H", "H", "H", "H", "O", "S", "O", "O", "O", "O", "C", "O", "C", "C", "N", "N", "C", "C", "O", "O", "H", "H", "H"], "xyz": [[0.904, -0.479, -0.186], [-0.933, -5.231, 1.393], [-0.674, -3.968, 0.573], [-1.801, -3.760, -0.438], [-0.330, -2.383, 1.487], [0.571, -2.923, 3.005], [1.871, -3.644, 2.662], [0.816, -1.739, 3.941], [-1.933, -1.861, 2.214], [-2.696, -2.756, 2.967], [-3.916, -2.373, 3.498], [-4.388, -1.084, 3.287], [-3.619, -0.181, 2.571], [-2.380, -0.544, 2.034], [-1.232, 0.660, 1.146], [-2.262, 1.948, 0.202], [-3.040, 2.885, 0.888], [-3.721, 3.890, 0.217], [-3.626, 3.974, -1.164], [-2.863, 3.051, -1.866], [-2.173, 2.039, -1.201], [-1.227, 0.687, -2.020], [-2.720, -0.278, -2.600], [-2.424, -1.458, -3.527], [-3.574, -0.717, -1.407], [-0.499, 1.339, -3.618], [-1.444, 1.655, -4.781], [0.597, 0.381, -4.107], [-0.332, 1.695, 2.463], [-0.572, 1.625, 3.835], [0.234, 2.304, 4.738], [1.291, 3.077, 4.280], [1.534, 3.187, 2.919], [0.731, 2.501, 2.013], [0.882, 2.551, 0.187], [0.160, 4.227, -0.240], [0.263, 4.568, -1.726], [0.748, 5.350, 0.611], [2.646, 2.869, -0.366], [2.897, 1.933, -1.548], [4.893, 3.016, 0.387], [-0.912, -6.086, 0.713], [-1.922, -5.219, 1.853], [-0.188, -5.409, 2.165], [0.260, -4.116, 0.020], [-2.758, -3.640, 0.075], [-1.874, -4.624, -1.101], [-1.625, -2.884, -1.055], [-0.113, -3.620, 3.501], [2.608, -2.935, 2.306], [1.744, -4.416, 1.903], [2.275, -4.117, 3.560], [1.423, -0.973, 3.456], [1.349, -2.079, 4.831], [-0.122, -1.284, 4.260], [-2.340, -3.761, 3.151], [-4.500, -3.081, 4.072], [-5.348, -0.785, 3.688], [-3.992, 0.825, 2.420], [-3.083, 2.850, 1.971], [-4.311, 4.612, 0.766], [-4.148, 4.757, -1.699], [-2.813, 3.137, -2.941], [-3.297, 0.463, -3.163], [-1.746, -2.181, -3.089], [-1.984, -1.140, -4.471], [-3.362, -1.968, -3.762], [-3.004, -1.310, -0.691], [-4.402, -1.336, -1.762], [-3.994, 0.133, -0.873], [-0.008, 2.268, -3.316], [-1.986, 0.771, -5.114], [-0.854, 2.010, -5.628], [-2.174, 2.427, -4.553], [0.194, -0.600, -4.357], [1.376, 0.224, -3.361], [1.067, 0.790, -5.004], [-1.387, 1.011, 4.202], [0.047, 2.219, 5.801], [1.933, 3.592, 4.983], [2.363, 3.785, 2.569], [-0.897, 4.132, 0.006], [1.294, 4.609, -2.082], [-0.171, 5.555, -1.898], [-0.291, 3.862, -2.338], [1.829, 5.446, 0.482], [0.544, 5.204, 1.669], [0.297, 6.297, 0.306], [2.717, 3.893, -0.756], [3.445, 0.304, -0.571], [3.896, 2.069, -1.969], [2.170, 2.156, -2.330], [5.435, 3.030, 1.329], [4.971, 3.996, -0.097], [5.340, 2.256, -0.260], [3.544, 2.717, 0.701], [3.746, 0.152, 1.627], [4.221, -1.305, 2.109], [2.159, -0.030, 1.325], [2.724, 0.547, -1.216], [2.399, -5.146, -3.778], [3.383, -4.952, -2.897], [4.398, -5.599, -2.940], [3.183, -3.894, -1.876], [4.098, -3.557, -0.875], [3.626, -2.567, -0.122], [2.408, -2.236, -0.584], [2.129, -3.016, -1.648], [0.841, -2.739, -2.304], [0.399, -3.404, -3.230], [0.227, -1.706, -1.795], [1.637, -4.537, -3.628], [5.066, -3.993, -0.689], [4.183, -1.886, 1.284]]}



2.
{"formula": "C41H57N2O4P2Si2Ti", "method": "ωB97M-V/def2-TZVPD", "multiplicity": 1, "homo_lumo_gap_ev": 5.82, "relative_energy_kj_mol": 43.8, "charge": 1, "symbols": ["Ti", "C", "C", "C", "P", "C", "C", "C", "C", "C", "C", "C", "C", "C", "N", "C", "C", "C", "C", "C", "C", "P", "C", "C", "C", "C", "C", "C", "H", "H", "H", "H", "H", "H", "H", "H", "H", "H", "H", "H", "H", "H", "H", "H", "H", "H", "H", "H", "H", "H", "H", "H", "H", "H", "H", "H", "H", "H", "H", "H", "H", "H", "H", "H", "O", "C", "O", "C", "C", "C", "C", "C", "N", "C", "O", "O", "H", "H", "H", "H", "H", "C", "Si", "C", "C", "C", "C", "C", "C", "C", "Si", "C", "C", "H", "H", "H", "H", "H", "H", "H", "H", "H", "H", "H", "H", "H", "H", "H", "H"], "xyz": [[-0.200, -0.612, 0.267], [-1.074, 0.428, 3.840], [0.095, -0.499, 4.167], [-0.389, -1.864, 4.666], [1.232, -0.685, 2.708], [2.558, -1.774, 3.435], [3.789, -1.866, 2.538], [2.991, -1.467, 4.871], [1.900, 0.992, 2.539], [2.618, 1.657, 3.532], [3.052, 2.960, 3.357], [2.743, 3.614, 2.172], [2.009, 2.981, 1.185], [1.577, 1.661, 1.351], [0.775, 1.011, 0.385], [0.417, 1.732, -0.794], [1.359, 2.001, -1.790], [0.989, 2.696, -2.921], [-0.335, 3.105, -3.081], [-1.270, 2.846, -2.095], [-0.909, 2.181, -0.920], [-1.990, 1.884, 0.548], [-1.571, 3.382, 1.592], [-1.403, 4.739, 0.906], [-2.543, 3.481, 2.774], [-3.725, 2.098, -0.089], [-4.280, 3.499, -0.359], [-4.687, 1.343, 0.843], [-1.676, 0.605, 4.735], [-1.728, 0.000, 3.080], [-0.721, 1.394, 3.474], [0.684, -0.021, 4.949], [-0.832, -2.436, 3.849], [-1.145, -1.732, 5.444], [0.419, -2.465, 5.087], [2.068, -2.752, 3.432], [4.258, -0.887, 2.416], [3.548, -2.257, 1.557], [4.522, -2.535, 2.997], [3.709, -0.647, 4.898], [3.501, -2.349, 5.263], [2.170, -1.237, 5.549], [2.828, 1.150, 4.465], [3.616, 3.460, 4.136], [3.065, 4.637, 2.018], [1.756, 3.519, 0.281], [2.379, 1.655, -1.655], [1.722, 2.911, -3.690], [-0.633, 3.636, -3.978], [-2.290, 3.179, -2.236], [-0.594, 3.100, 1.993], [-2.365, 5.211, 0.705], [-0.847, 4.677, -0.029], [-0.847, 5.405, 1.573], [-3.536, 3.792, 2.446], [-2.187, 4.230, 3.485], [-2.646, 2.534, 3.306], [-3.698, 1.560, -1.040], [-4.457, 4.048, 0.567], [-5.246, 3.403, -0.864], [-3.637, 4.111, -0.989], [-4.842, 1.898, 1.772], [-4.310, 0.354, 1.106], [-5.663, 1.216, 0.365], [-3.036, -2.996, 1.789], [-2.239, -2.299, 1.028], [-1.066, -2.037, 1.387], [-2.718, -1.775, -0.210], [-3.997, -1.949, -0.596], [-4.473, -1.283, -1.768], [-3.578, -0.601, -2.507], [-2.174, -0.582, -2.190], [-1.734, -1.034, -0.897], [-1.267, -0.259, -3.141], [-1.538, 0.379, -4.296], [0.022, -0.574, -3.033], [-2.558, -3.275, 2.585], [-4.652, -2.554, 0.015], [-5.512, -1.350, -2.063], [-3.921, -0.129, -3.422], [-2.405, 0.795, -4.269], [-0.557, -2.301, -5.305], [0.760, -1.377, -4.371], [1.625, -0.125, -5.422], [1.927, -2.640, -3.690], [2.610, -3.307, -4.719], [3.459, -4.369, -4.465], [3.636, -4.784, -3.155], [2.974, -4.131, -2.128], [2.110, -3.049, -2.354], [1.617, -2.163, -0.731], [3.175, -1.089, -0.604], [1.551, -3.602, 0.515], [-0.105, -3.149, -5.827], [-1.064, -1.673, -6.041], [-1.308, -2.703, -4.615], [2.120, -0.626, -6.262], [2.393, 0.410, -4.855], [0.915, 0.599, -5.827], [2.468, -2.994, -5.753], [3.974, -4.869, -5.278], [4.296, -5.613, -2.928], [3.153, -4.472, -1.115], [4.078, -1.701, -0.528], [3.164, -0.367, 0.214], [3.244, -0.534, -1.547], [2.529, -4.040, 0.731], [0.922, -4.392, 0.090], [1.107, -3.304, 1.464]]}